Entry 1:
Formula: C34H41BF2N2O4PdSi
Source: OMol25
Level of theory: wB97M-V/def2-TZVPD

## Properties
- <S²>: 2.00
- ΔE to the lowest compared entry with this formula, charge and spin: 0.0 kJ/mol
- Lowest unoccupied orbital energy (alpha / beta): -0.03318 / -0.03321 Eh
- Molar mass: 725.026 g/mol
- Calculated total energy: -2372.7372 hartree
- Charge: 0
- HOMO level (alpha / beta): -7.14 / -8.20 eV
- Spin multiplicity: 3

Last column: Mulliken charge in e.
Geometry (Å):
Pd -0.80941 -0.34164 -0.50310  0.041
O 0.85171 0.99714 1.34110  0.688
C 0.74754 2.39801 1.17897  2.485
C -0.39397 2.74195 0.17487  0.058
O -0.88345 3.86682 0.13052  -0.753
O -0.72067 1.79990 -0.63171  -0.962
C 2.03150 2.99810 0.59043  -0.273
C 2.13426 4.37941 0.43479  -0.210
C 3.28673 4.94417 -0.08432  -0.893
C 4.35640 4.13778 -0.45523  -0.448
C 4.25910 2.76542 -0.30297  -0.893
C 3.10249 2.19568 0.21840  -0.304
C 0.54560 2.93688 2.59954  -0.263
C 1.43626 2.46804 3.56673  -0.416
C 1.34487 2.88743 4.88205  -0.704
C 0.35752 3.78964 5.25881  -0.442
C -0.52754 4.26184 4.30537  -0.850
C -0.43640 3.84191 2.98122  -0.314
H 1.22333 0.54896 0.55141  -0.293
H 1.29807 5.00500 0.71951  0.487
H 3.35273 6.01906 -0.19834  0.407
H 5.25917 4.57976 -0.85756  0.396
H 5.08490 2.12610 -0.58913  0.452
H 3.05092 1.11996 0.32742  0.470
H 2.20268 1.76144 3.27552  0.263
H 2.04581 2.51002 5.61619  0.392
H 0.28387 4.12092 6.28708  0.386
H -1.29957 4.96789 4.58606  0.408
H -1.12086 4.22858 2.24229  0.529
C 2.54177 -1.96897 2.33097  -1.778
C 2.72076 -2.83270 1.07392  2.485
C 2.81907 -4.30100 1.49843  -1.899
C 4.01429 -2.41930 0.36108  -1.814
Si 1.25982 -2.47469 -0.07473  1.278
O 1.20733 -0.92812 -0.51993  -1.789
C 1.22157 -3.55073 -1.62706  0.542
C 1.45655 -4.92805 -1.67604  -0.294
C 1.35773 -5.63909 -2.86527  -0.858
C 1.01924 -4.98343 -4.04043  -0.498
C 0.78815 -3.61566 -4.01870  -0.806
C 0.89409 -2.91062 -2.82727  -0.492
C -0.34904 -2.87065 0.88234  0.705
C -1.02850 -1.90575 1.64388  -0.081
C -2.21198 -2.19916 2.31750  -1.116
C -2.73978 -3.47721 2.25846  -0.573
C -2.08209 -4.45563 1.52154  -0.723
C -0.91511 -4.15061 0.83831  -0.349
H 3.43267 -2.04859 2.96448  0.583
H 1.68433 -2.29955 2.92285  0.309
H 2.39114 -0.91445 2.08983  0.215
H 3.55253 -4.40035 2.30682  0.476
H 3.15614 -4.93789 0.67920  0.367
H 1.86706 -4.68760 1.87347  0.327
H 4.87866 -2.59417 1.01208  0.474
H 4.00003 -1.35885 0.09811  0.228
H 4.16710 -2.98941 -0.55933  0.372
H 1.71258 -5.46957 -0.77347  0.201
H 1.54468 -6.70600 -2.87321  0.400
H 0.94163 -5.53613 -4.96857  0.375
H 0.52862 -3.09300 -4.93148  0.419
H 0.73747 -1.83798 -2.82273  0.559
H -0.58957 -0.92366 1.81695  0.679
H -2.70668 -1.42450 2.89062  0.474
H -3.65474 -3.71794 2.78528  0.384
H -2.48670 -5.45928 1.47462  0.426
H -0.44277 -4.92520 0.24519  0.295
N -5.02666 2.60823 -3.53697  -0.154
C -3.56530 2.33804 -3.83607  -0.850
C -2.79848 2.57318 -2.55571  -0.381
N -3.33423 1.68430 -1.54972  0.222
C -4.69463 1.97605 -1.19653  -0.695
C -5.55188 1.73217 -2.42553  -0.677
H -5.59552 2.50557 -4.37522  0.354
H -5.10282 3.58208 -3.23399  0.391
H -3.27302 2.99690 -4.65155  0.338
H -3.49445 1.29441 -4.13910  0.417
H -2.84979 3.63590 -2.26255  0.339
H -1.74521 2.34270 -2.69979  0.198
H -2.67244 1.61954 -0.78406  0.113
H -4.84929 3.01414 -0.84801  0.349
H -5.03163 1.31001 -0.40288  0.456
H -6.60187 1.98010 -2.27976  0.385
H -5.44396 0.70334 -2.76473  0.360
F -3.20703 -1.61868 -1.98449  -0.194
B -2.07225 -0.91037 -2.08289  0.320
F -1.84116 -0.48832 -3.34408  -0.240

=====

Entry 2:
Formula: C13H18ClN3O2S2
Source: OMol25
Level of theory: wB97M-V/def2-TZVPD

## Properties
- ΔE to the lowest compared entry with this formula, charge and spin: 1261.6 kJ/mol
- Lowest unoccupied orbital energy: 0.00224 Eh
- Molar mass: 347.893 g/mol
- Calculated total energy: -2077.0186 hartree
- Charge: 0
- HOMO level: -7.78 eV

Last column: Mulliken charge in e.
Geometry (Å):
C -6.07214 -0.39704 0.37350  -1.177
H -6.44464 -0.87537 1.13770  0.479
H -6.38991 -0.66657 -0.66406  0.371
H -6.12892 0.64745 0.33488  0.323
S -4.35660 -1.04651 0.13837  0.909
O -4.33717 -2.37169 0.14093  -0.511
O -3.83832 -0.43958 1.61828  -0.630
N -3.88119 -0.08936 -1.24986  0.040
C -3.56423 1.31832 -1.03218  -0.499
H -3.59880 1.48243 0.11344  0.381
C -2.12161 1.77252 -1.32405  -0.687
N -1.28648 0.67875 -0.87219  0.234
C -0.25699 0.74232 0.07232  0.504
N 0.43782 0.01498 0.80694  0.007
H 0.32206 -1.02589 0.28273  0.280
C 1.41737 0.10553 1.84629  -1.214
C 2.86725 -0.23088 1.12245  0.500
C 3.54645 -1.26219 1.40069  -0.069
C 4.90285 -1.30096 0.62355  -0.205
C 5.22906 -0.41127 -0.09188  0.113
C 4.47449 0.68048 -0.56524  -0.923
C 3.19328 0.96899 0.32244  -0.252
H 2.72584 1.87761 0.02817  0.418
H 4.83031 1.46905 -0.99800  0.495
Cl 6.77184 -0.53252 -1.24879  -0.273
H 5.46686 -2.26955 0.87692  0.294
H 3.23392 -2.13250 2.01849  0.353
H 1.43212 1.32652 2.05197  0.295
H 1.27375 -0.59211 2.66692  0.421
S 0.02285 2.47081 0.66781  -0.630
C -1.50731 -0.69112 -1.11071  -0.530
H -0.75167 -1.29987 -1.77662  0.271
H -1.63057 -1.31780 -0.10464  0.491
C -2.86702 -0.99911 -1.84312  -1.338
H -3.22134 -1.97155 -1.84927  0.574
H -2.71056 -0.29095 -2.80375  0.329
H -1.93034 1.57241 -2.60438  0.208
H -1.75539 2.57221 -0.70270  0.218
H -4.20851 1.95848 -1.51377  0.429